# 1
A 2-piece molecular cluster, C6H16N overall. Source: OMol25; level of theory: ωB97M-V/def2-TZVPD.

The geometry in XYZ format:
```
23
Properties=species:S:1:pos:R:3:forces:R:3:nbo_charge:R:1
N -1.88598 0.40684 0.46815 0.0405 -0.9082 0.4143 -0.396
C -2.10576 0.43933 1.92243 0.0694 0.3220 -0.1116 -0.433
C 1.87548 0.38805 -0.42454 -0.1678 0.0028 -0.0575 -0.406
C 0.97454 -0.82315 -0.62852 0.0820 -0.2576 0.0202 -0.399
C 1.70634 -1.97331 -1.31332 0.0306 0.0418 0.1548 -0.599
C -2.76999 0.17796 -0.40848 -0.0697 0.3049 -0.0844 0.131
C 1.21984 1.58439 0.25548 0.0960 0.0528 -0.1682 -0.621
H -0.90685 0.33938 0.17368 -0.0112 0.4091 -0.0216 0.471
H 1.02776 -2.77391 -1.58822 -0.0727 -0.1125 -0.0708 0.217
H -1.76128 1.39778 2.30838 -0.0330 -0.0215 -0.0384 0.253
H 2.23542 0.70132 -1.40389 0.0994 0.0481 -0.0670 0.215
H 0.71225 1.32383 1.18663 0.0261 -0.1052 0.1494 0.176
H 0.61863 -1.21849 0.33225 -0.0938 0.1979 0.1157 0.184
H 2.75414 0.07268 0.13262 0.0945 -0.0414 0.1343 0.218
H 1.96392 2.33649 0.51232 -0.0298 0.0363 0.0150 0.249
H 2.23562 -1.63967 -2.20143 -0.0221 0.0506 -0.1400 0.218
H -1.51146 -0.35346 2.36671 0.0185 -0.0817 0.0170 0.249
H 0.09085 -0.56597 -1.23038 0.0122 0.1385 -0.1160 0.157
H 0.50690 2.07460 -0.41325 -0.0890 0.0112 0.0030 0.196
H -3.81501 0.10255 -0.12040 0.0948 0.0423 -0.0808 0.230
H -3.15881 0.29660 2.14021 -0.0400 0.0099 -0.0319 0.237
H -2.44913 0.09170 -1.43974 -0.1404 -0.0835 -0.0321 0.235
H 2.44257 -2.38551 -0.62670 0.1054 -0.0568 -0.0033 0.219
```
Forces are in eV/Å.

Total charge ... +1
Strongest force on any atom ... 0.999 eV Å⁻¹
Frontier orbital gap ... 0.3652 hartree
LUMO level ... -5.016 eV
E_tot ... -7964.3117 eV
ΔE to the lowest compared entry with this formula, charge and spin ... 1.120 eV



# 2
A 3-piece molecular cluster, C6H16N overall in a non-equilibrium geometry. Source: OMol25; level of theory: ωB97M-V/def2-TZVPD.

The geometry in XYZ format:
```
23
Properties=species:S:1:pos:R:3:forces:R:3:mulliken_charge:R:1
N -2.54268 -1.26947 0.90445 0.0725 -0.2057 0.4795 -0.620
C -1.56672 0.88570 -1.01844 0.1903 -0.8119 -0.3052 -1.301
C 0.93640 1.05143 -0.42678 0.8938 -0.5824 -0.4631 -0.173
C -0.37548 1.41119 -0.30202 -0.9003 0.4177 0.8130 -0.151
C 1.44247 -0.14134 -1.17548 -0.3551 -0.3461 0.4571 -0.437
C 2.53419 -0.90138 -0.38159 -0.8026 0.6416 -0.2170 -1.077
C 0.11161 0.31755 1.64746 0.1913 1.5416 -2.9892 -0.703
H -3.17257 -2.05560 1.04422 -0.0734 0.0523 -0.2542 0.274
H 0.83935 1.08511 1.87491 0.1673 -0.6127 0.9692 0.473
H -2.39763 0.80848 -0.32558 -0.2018 0.0119 -0.1576 0.442
H 2.07773 -1.38912 0.47320 0.2877 -0.2381 0.1432 0.349
H -1.84797 1.50344 -1.87554 0.1600 0.4656 0.3052 0.348
H 1.88507 0.11242 -2.14010 -0.2022 0.5160 -0.0204 0.403
H -1.72140 -1.64334 0.43867 -0.1074 -0.1643 -0.0354 0.171
H -0.91066 0.46119 1.96722 0.0149 0.1049 -0.0537 0.285
H -0.57250 2.33298 0.23059 0.1362 0.2524 -0.0036 0.543
H -2.24283 -1.04724 1.84922 -0.0907 -0.0616 0.0290 0.182
H 0.55402 -0.73806 -1.37464 0.2595 -0.4559 -0.2446 0.163
H -1.39846 -0.09255 -1.47173 -0.0283 -0.0496 0.2443 0.312
H 3.24818 -0.15539 -0.03499 0.3091 -0.2880 0.0570 0.304
H 3.00562 -1.64050 -1.01831 0.1431 -0.0387 0.0716 0.374
H 0.39768 -0.61934 1.19287 0.1346 -0.2093 0.7973 0.264
H 1.71657 1.72385 -0.07760 -0.1983 0.0601 0.3778 0.577
```
Forces are in eV/Å.

Total charge ... +1
Strongest force on any atom ... 3.369 eV Å⁻¹
Frontier orbital gap ... 0.3145 hartree
LUMO level ... -5.523 eV
E_tot ... -7962.0085 eV
ΔE to the lowest compared entry with this formula, charge and spin ... 3.424 eV



# 3
A 2-piece molecular cluster, C6H16N2 overall in a non-equilibrium geometry. Source: OMol25; level of theory: ωB97M-V/def2-TZVPD.

The geometry in XYZ format:
```
24
Properties=species:S:1:pos:R:3:forces:R:3:nbo_charge:R:1
N 1.40765 0.72174 1.03793 -0.0892 0.0162 0.6475 -1.005
N -0.35525 -1.94840 -0.17510 0.3852 0.5469 -0.3482 -0.397
C -1.42520 0.29045 0.25480 0.1520 0.0693 -0.2236 -0.453
C -0.36491 2.27150 -0.98112 -0.5577 0.3652 -0.0252 -0.629
C -1.55558 -1.24677 0.17034 0.1194 0.8178 0.4712 -0.260
C 1.70012 -0.43812 0.27202 -0.1793 1.3923 1.2730 -0.234
C 0.82496 -1.70906 0.59464 -1.3418 -1.5485 -0.5872 -0.298
C -1.02721 0.89649 -1.09701 1.4663 -1.0122 -0.4781 -0.404
H -2.35181 0.81755 0.51999 -0.1843 -0.5007 0.3670 0.172
H 0.63343 2.10339 -0.55901 -0.2775 0.2111 -0.0249 0.274
H 1.42723 0.46182 2.04470 0.2638 0.0687 -0.6292 0.278
H -0.64699 0.52595 0.99277 -0.0561 0.2720 -0.2161 0.271
H -2.26598 -1.42816 -0.61746 -0.6639 -0.5251 -0.2880 0.164
H -0.90234 2.92403 -0.28255 -0.0174 -0.0383 0.0526 0.179
H -1.94156 -1.65539 1.12931 -0.1088 0.1926 -0.1470 0.161
H 1.52631 -0.17171 -0.77706 0.6373 -0.4170 -0.1137 0.167
H 2.72231 -0.75848 0.51925 0.2251 -0.5246 -0.7411 0.148
H 2.95688 2.90442 -1.13651 -0.0187 0.3790 -0.3230 -0.044
H -0.22212 0.28697 -1.54799 -0.2964 -0.1406 0.3758 0.200
H -0.31266 2.83028 -1.92719 0.0592 -0.2965 0.0150 0.175
H 3.13739 2.32287 -0.73051 0.0205 -0.3693 0.3280 0.038
H 0.62211 -1.76091 1.67482 0.1769 0.3518 0.1683 0.148
H -1.80845 0.71092 -1.84253 -0.4510 0.7963 0.1313 0.173
H 1.39251 -2.59151 0.30963 0.7365 -0.1063 0.3156 0.175
```
Forces are in eV/Å.

Total charge ... -1
Strongest force on any atom ... 2.132 eV Å⁻¹
Frontier orbital gap (alpha / beta) ... 0.2393 / 0.1989 hartree
2S+1 ... 2
LUMO level (alpha / beta) ... 4.322 / 3.833 eV
E_tot ... -9457.6836 eV
ΔE to the lowest compared entry with this formula, charge and spin ... 2.585 eV



# 4
C6H16N2 as an isolated structure in a non-equilibrium geometry. Source: OMol25; level of theory: ωB97M-V/def2-TZVPD.

The geometry in XYZ format:
```
24
Properties=species:S:1:pos:R:3:forces:R:3:nbo_charge:R:1
N 1.61242 0.50819 1.10484 3.6064 -1.0145 -2.9051 -0.371
N 4.15780 -0.78470 -0.46919 -1.1390 0.8863 -0.5850 -1.160
C -2.15740 0.73393 -1.23166 -0.5278 -0.6276 0.0563 -0.606
C -3.21378 -0.50715 0.72817 0.7899 0.6872 -0.5084 -0.595
C -0.76053 0.05515 0.76511 0.6567 0.1597 1.2422 -0.402
C -1.92224 -0.32957 -0.11691 -1.3872 1.8083 0.0780 -0.214
C 0.61620 0.08429 0.12546 -1.2761 0.3172 -0.8454 -0.274
C 2.88206 0.61172 0.32741 0.0257 2.1843 3.0182 -0.173
H -3.46214 0.45900 1.20918 0.0825 -0.5221 -0.0431 0.202
H 3.71834 -0.88299 -1.37541 -0.3614 0.0169 -0.0143 0.317
H 0.85760 -0.92667 -0.15503 0.0952 -0.5218 -0.5641 0.203
H -1.73418 -1.24078 -0.60505 0.4430 -1.4540 -0.6213 0.192
H 0.57024 0.72668 -0.81908 0.5215 -0.6289 1.1960 0.179
H -0.65759 -0.59392 1.65491 -0.3028 -0.0614 -0.3926 0.211
H 2.90227 0.77522 -0.68583 -0.5984 0.7065 -1.9835 0.222
H -2.37996 1.70860 -0.77324 -0.0607 -0.2184 -0.1745 0.203
H -3.00878 0.43317 -1.92002 1.0304 0.3910 0.8167 0.213
H -1.24002 0.83862 -1.81139 -0.2039 0.0952 -0.2639 0.201
H 2.60263 -0.39237 0.89287 -1.0858 -1.5885 1.2130 0.432
H 4.95363 -1.39838 -0.54396 0.2458 -0.4144 1.2607 0.364
H -0.91026 1.04108 1.21193 -0.3323 0.2002 -0.1129 0.201
H -4.05212 -0.77923 0.07646 0.1390 -0.1546 0.2872 0.210
H -2.99452 -1.26532 1.47705 -0.4602 -0.0443 0.1527 0.209
H 3.62032 1.12542 0.93338 0.0997 -0.2024 -0.3069 0.235
```
Forces are in eV/Å.

Total charge ... 0
Strongest force on any atom ... 4.741 eV Å⁻¹
Frontier orbital gap ... 0.2863 hartree
LUMO level ... -0.316 eV
E_tot ... -9455.4844 eV
ΔE to the lowest compared entry with this formula, charge and spin ... 6.590 eV



# 5
C6H16N2 in the gas phase in a non-equilibrium geometry. Source: OMol25; level of theory: ωB97M-V/def2-TZVPD.

The geometry in XYZ format:
```
24
Properties=species:S:1:pos:R:3:forces:R:3:nbo_charge:R:1
N -2.27757 -0.65137 -3.20284 0.2882 -0.4978 -0.2350 -0.832
N 1.61515 0.45244 1.49887 0.5002 0.0440 -1.9333 -0.660
C 0.61096 1.07404 2.30247 0.0135 -0.4035 1.3693 -0.210
C 0.03948 0.17101 3.41310 0.2344 0.1073 0.0285 -0.624
C -0.21718 -0.64202 -1.70939 0.6224 0.0381 0.8710 -0.414
C -1.03109 0.04592 -2.80498 -0.9419 -1.2586 0.4044 -0.220
C 0.50447 0.34911 -0.76988 -0.4670 0.8665 -0.8998 -0.408
C 1.17476 -0.38000 0.39143 -0.7289 0.5984 0.2426 -0.208
H 0.57117 -1.31350 -2.06396 -0.2233 -0.0974 -0.4807 0.194
H -0.38790 -0.74200 2.99793 0.0625 -0.0946 0.2069 0.199
H 1.01422 1.92840 2.84074 0.2061 0.3625 -0.2970 0.190
H -0.19709 1.43816 1.66752 0.1134 -0.0145 -0.1064 0.190
H -1.43197 0.96098 -2.36639 0.7018 0.5409 -0.5094 0.187
H -2.09907 -1.44022 -3.82891 0.0063 0.2846 0.3675 0.350
H 1.20140 0.97037 -1.35531 0.4470 -0.5878 0.0930 0.199
H -0.42048 0.10533 -3.70267 -0.0810 0.8781 0.0081 0.197
H -2.74182 -1.02198 -2.37595 0.0550 0.0537 -0.2126 0.346
H -0.70623 0.67933 4.01561 -0.4379 0.1789 -0.1775 0.205
H 2.03319 -0.86853 -0.06473 0.0758 -0.4041 0.4040 0.199
H 2.52484 0.15714 1.80508 -0.2797 0.3866 0.8733 0.380
H 0.44314 -1.10788 0.78340 0.2467 -0.3194 -0.3800 0.157
H -0.86671 -1.28644 -1.10284 -0.1144 0.1870 -0.0174 0.188
H 0.82681 -0.04261 4.14394 0.0606 -0.3728 -0.3177 0.199
H -0.18248 1.16433 -0.51224 -0.3598 -0.4759 0.6984 0.194
```
Forces are in eV/Å.

Total charge ... 0
Strongest force on any atom ... 1.997 eV Å⁻¹
Frontier orbital gap ... 0.3423 hartree
LUMO level ... 1.079 eV
SMILES ... CCNCCCCN
E_tot ... -9460.9005 eV
ΔE to the lowest compared entry with this formula, charge and spin ... 1.174 eV